{"formula": "C20H38AuNO2PSe", "method": "wB97M-V/def2-TZVPD", "total_energy_ev": -105272.3426, "charge": -1, "homo_energy_ev": -2.5, "de_lowest_kcal_mol": 0.0, "homo_lumo_gap_ev": 5.186, "symbols": ["Au", "C", "C", "C", "C", "C", "C", "P", "C", "C", "C", "C", "C", "C", "C", "C", "C", "C", "C", "C", "H", "H", "H", "H", "H", "H", "H", "H", "H", "H", "H", "H", "H", "H", "H", "H", "H", "H", "H", "H", "H", "H", "H", "H", "H", "H", "H", "H", "H", "H", "H", "H", "H", "N", "C", "C", "O", "O", "H", "H", "H", "H", "H", "Se"], "coordinates": [[-1.519655, -0.572832, 0.471181], [1.838720, -2.506907, 0.338424], [3.185385, -1.851059, 0.630292], [3.162416, -0.349416, 0.285199], [2.118797, 0.005607, -0.792831], [2.098730, -1.151007, -1.797614], [1.518265, -2.427450, -1.162667], [0.359544, 0.507736, -0.317018], [0.003811, 1.405972, -1.940047], [-1.023984, 0.572332, -2.737754], [-1.689095, 1.415377, -3.821619], [-2.545168, 2.526186, -3.188415], [-1.982205, 2.958302, -1.826916], [-0.459145, 2.873393, -1.850429], [0.705463, 1.688177, 1.087155], [0.844563, 0.818547, 2.358793], [1.320169, 1.638577, 3.563298], [0.692553, 3.039066, 3.559021], [-0.654470, 2.976226, 2.849139], [-0.432191, 2.710833, 1.355336], [1.051247, -1.992179, 0.896634], [1.835402, -3.546108, 0.676635], [3.947260, -2.348149, 0.020504], [3.477575, -1.995469, 1.673143], [4.141290, -0.070548, -0.119111], [3.028426, 0.258737, 1.175842], [2.477698, 0.912188, -1.289437], [3.132989, -1.325764, -2.116398], [1.534753, -0.892831, -2.696122], [1.921931, -3.300679, -1.683312], [0.436052, -2.442635, -1.291542], [0.945003, 1.390594, -2.496649], [-1.788844, 0.177592, -2.062715], [-0.533835, -0.299936, -3.175714], [-2.307561, 0.781648, -4.459762], [-0.917989, 1.853074, -4.465071], [-3.571081, 2.175404, -3.058627], [-2.583765, 3.386538, -3.863444], [-2.362902, 2.299660, -1.041920], [-2.314173, 3.970057, -1.583910], [-0.021416, 3.362122, -0.985510], [-0.087026, 3.416300, -2.727051], [1.653716, 2.202543, 0.883218], [1.510371, -0.029962, 2.211379], [-0.137041, 0.385507, 2.563475], [2.412995, 1.712000, 3.573794], [1.024852, 1.107287, 4.471604], [1.340730, 3.735154, 3.014203], [0.598080, 3.423791, 4.576870], [-1.202284, 3.913936, 2.967121], [-1.278524, 2.186681, 3.275234], [-0.195699, 3.664307, 0.879342], [-1.365328, 2.338230, 0.927891], [-1.994542, -5.416205, 1.535474], [-1.878158, -4.060792, 0.985406], [-2.036882, -4.054100, -0.515968], [-2.589163, -5.176783, -1.020585], [-1.726334, -3.123067, -1.207357], [-2.407397, -5.378261, 2.458093], [-1.084479, -5.848691, 1.632910], [-2.701561, -5.762573, -0.243279], [-0.956799, -3.536334, 1.240279], [-2.676481, -3.410398, 1.372465], [-3.293629, -0.919551, 2.029413]], "forces_ev_per_a": [[0.150, 0.177, 0.533], [0.039, 0.048, -0.063], [-0.038, -0.006, 0.008], [-0.014, -0.003, -0.028], [0.016, -0.140, 0.038], [-0.080, -0.023, 0.014], [-0.015, 0.054, 0.051], [-0.042, 0.195, -0.248], [-0.088, -0.034, 0.042], [0.033, 0.018, -0.084], [0.004, 0.014, 0.047], [-0.008, -0.011, 0.011], [0.040, -0.006, -0.035], [0.010, -0.030, 0.057], [-0.045, -0.100, 0.050], [0.044, 0.061, 0.012], [0.017, 0.022, -0.059], [-0.030, -0.051, -0.003], [0.045, 0.045, -0.017], [-0.011, -0.041, -0.002], [-0.002, -0.039, 0.036], [-0.008, -0.008, -0.018], [0.033, -0.014, 0.050], [-0.011, 0.011, 0.005], [-0.012, 0.012, -0.016], [0.050, 0.018, 0.007], [0.025, -0.003, 0.010], [-0.002, 0.019, -0.035], [0.015, 0.004, -0.014], [0.002, -0.004, -0.002], [0.011, -0.037, -0.025], [0.018, 0.025, 0.020], [0.010, 0.001, -0.003], [-0.030, -0.036, 0.038], [0.015, 0.003, -0.027], [-0.004, 0.003, -0.015], [-0.004, -0.001, -0.011], [-0.024, 0.005, 0.002], [-0.026, 0.008, -0.004], [-0.002, -0.001, 0.027], [0.042, 0.049, -0.054], [-0.019, -0.018, -0.022], [-0.018, 0.048, 0.048], [-0.077, -0.058, 0.008], [-0.006, 0.014, -0.003], [0.002, 0.000, 0.005], [0.039, -0.008, 0.013], [-0.001, 0.033, 0.036], [0.004, 0.000, 0.002], [-0.030, -0.011, -0.014], [0.000, 0.007, 0.029], [0.007, -0.011, -0.012], [-0.003, 0.028, -0.009], [0.010, -0.008, 0.036], [-0.007, -0.056, -0.028], [0.031, -0.012, 0.105], [0.029, 0.068, -0.005], [-0.037, -0.233, -0.331], [-0.041, -0.005, -0.025], [-0.007, 0.001, 0.009], [-0.026, 0.013, 0.020], [0.013, -0.027, -0.012], [0.042, 0.057, 0.020], [-0.027, -0.029, -0.166]], "lowdin_charge": [0.200, -0.219, -0.198, -0.199, -0.416, -0.208, -0.197, 0.947, -0.407, -0.238, -0.202, -0.198, -0.202, -0.202, -0.425, -0.256, -0.192, -0.209, -0.200, -0.222, 0.064, 0.105, 0.105, 0.104, 0.108, 0.075, 0.097, 0.110, 0.091, 0.108, 0.065, 0.092, 0.067, 0.101, 0.104, 0.105, 0.107, 0.099, 0.097, 0.109, 0.071, 0.112, 0.115, 0.078, 0.057, 0.100, 0.109, 0.105, 0.099, 0.107, 0.109, 0.095, 0.075, -0.004, -0.225, -0.539, 0.080, 0.025, 0.075, 0.073, 0.078, 0.092, -0.011, -0.547]}